[1]
Entry from OMol25: a structure of composition C17H30N3O12PY in a non-equilibrium geometry (wB97M-V/def2-TZVPD).

Positions of all 64 atoms, in Å:
Y -0.9831 0.1876 0.1605
P -3.3745 0.7846 0.7571
O -2.6282 -0.3520 1.6121
O -3.0298 0.2189 -0.6713
O -2.2672 1.8892 0.9363
O -4.7718 1.0964 1.0425
C 3.7374 0.6126 -0.3897
C 2.3881 1.2972 -0.2126
O 1.3994 0.3982 0.0903
H 3.9890 -0.0122 0.4715
H 4.5702 1.3113 -0.5479
H 3.6959 -0.0539 -1.2604
H 2.1252 1.8513 -1.1413
H 2.4908 2.0714 0.5838
C 0.5570 -2.6021 1.4053
O -0.2829 -1.9836 0.8069
N 0.8169 -3.9144 1.2033
C 1.8259 -4.6019 1.9677
C 0.0945 -4.6573 0.2270
H 1.1854 -2.1402 2.1771
H 2.3133 -3.9544 2.6883
H 2.5788 -5.0654 1.3207
H 1.3740 -5.4402 2.5194
H 0.7828 -5.1569 -0.4689
H -0.5285 -5.4348 0.6744
H -0.5011 -3.9639 -0.3627
C -1.5043 2.5605 -2.1299
O -0.8552 1.7636 -1.5087
N -1.2099 2.9497 -3.3982
C -2.0376 3.8950 -4.0842
C -0.2725 2.2103 -4.1927
H -2.3842 3.0616 -1.7105
H -1.4073 4.6120 -4.6146
H -2.6468 4.4362 -3.3632
H -2.7238 3.4163 -4.7923
H 0.3203 1.5531 -3.5645
H -0.7950 1.6580 -4.9814
H 0.4308 2.8990 -4.6781
C -0.4376 -1.5298 -2.8340
O -0.6649 -1.0306 -1.7588
N 0.6892 -2.2069 -3.1368
C 0.9796 -2.5461 -4.5177
C 1.8026 -2.1665 -2.2144
H -1.1730 -1.5469 -3.6586
H 1.0499 -1.6594 -5.1588
H 0.1554 -3.1282 -4.9490
H 1.8796 -3.1435 -4.5859
H 2.2426 -3.1659 -2.1034
H 2.5769 -1.4728 -2.5453
H 1.4795 -1.8547 -1.2245
C -2.0541 1.5390 5.6303
C -1.7794 0.8302 4.5056
C -0.6160 1.2617 3.6357
O -0.3096 0.6721 2.6287
C 0.0778 2.4978 4.0195
C -0.1891 3.1359 5.1578
C -1.2620 2.6577 6.1116
O -1.4066 3.1570 7.1993
O 0.3838 4.2961 5.5196
O -2.4647 -0.2029 4.1676
H -2.8852 1.2155 6.2462
H 0.8679 2.8576 3.3674
H 0.9984 4.5713 4.8298
H -2.4132 -0.4383 3.0974

As for the energy above the lowest of the compared OMol25 structures with the same formula, charge and spin: 0.0 kJ/mol. For the LUMO energy, the calculation gives 2.021 eV. Its molar mass is 588.316 g mol⁻¹. The HOMO energy comes out at -0.157 Eh. As for the net charge: -1. The energy is -57496.3888 eV.

Here are the natural (NBO) charges for atoms 1 to 4, given in e: atom 1 (Y): 2.020, atom 2 (P): 2.487, atom 3 (O): -1.245, atom 4 (O): -1.239

***

[2]
Entry from OMol25: a cluster of 2 separate species, C22H32N5O2S in total in a non-equilibrium geometry (wB97M-V/def2-TZVPD).

Positions of all 62 atoms, in Å:
C -5.4206 -0.1302 1.1931
C -4.3400 -0.5695 0.2027
C -2.9839 -0.7671 0.8776
N -2.0949 0.4006 0.7779
C -2.5076 1.6939 0.2441
C -2.3226 1.8325 -1.2555
C -3.3999 2.2373 -2.0436
C -3.2656 2.4042 -3.4258
C -2.0433 2.1729 -4.0485
C -0.9613 1.7578 -3.2716
C -1.1054 1.5857 -1.8929
C -0.8559 0.2431 1.2090
N -0.3421 -0.8870 1.6862
C 0.9268 -0.6409 1.9819
C 1.7724 -1.7349 2.5111
C 3.1911 -1.4356 3.0473
C 4.2849 -2.1507 2.2411
O 5.4900 -1.3877 2.2211
N 1.2325 0.6294 1.6987
C 2.4628 1.3508 1.7964
C 3.4202 1.2634 0.8013
C 4.5862 1.9813 0.9728
C 4.7200 2.7611 2.1169
N 3.7976 2.8656 3.0706
C 2.6846 2.1660 2.8960
N 0.0983 1.2082 1.2288
H -6.2473 0.3686 0.6963
H -5.8414 -0.9931 1.6984
H -5.0304 0.5389 1.9564
H -4.6384 -1.5245 -0.2153
H -4.2843 0.1082 -0.6400
H -2.4923 -1.6528 0.4917
H -3.1557 -0.9554 1.9352
H -3.5575 1.8598 0.4480
H -1.9756 2.4847 0.7674
H -4.3614 2.4366 -1.5920
H -4.1074 2.7121 -4.0256
H -1.9087 2.2896 -5.1104
H -0.0029 1.5587 -3.7175
H -0.2326 1.2479 -1.3525
H 1.1831 -2.2116 3.2864
H 1.8332 -2.4780 1.7195
H 3.4385 -0.3897 3.1423
H 3.2360 -1.8442 4.0514
H 3.9639 -2.3362 1.2155
H 4.5190 -3.1004 2.7066
H 5.6074 -1.0149 1.3471
H 3.2289 0.6404 -0.0613
H 5.3631 1.9380 0.2314
H 5.6263 3.3309 2.2516
H 1.9265 2.2250 3.6664
H 0.0801 2.1633 0.9168
C 0.1096 -3.4000 -4.3718
S -0.3514 -1.7915 -3.7226
O 0.7400 -0.8505 -4.0903
C -0.1048 -2.2125 -1.9916
H 0.0696 -3.3427 -5.4571
H 1.1221 -3.6472 -4.0530
H -0.5991 -4.1493 -4.0191
H 0.9254 -2.5386 -1.8377
H -0.8009 -3.0005 -1.7036
H -0.3049 -1.3194 -1.4038

For the LUMO energy, the calculation gives -2.563 eV. Its molar mass is 430.598 g mol⁻¹. The HOMO energy comes out at -0.417 Eh. As for the net charge: +1. The energy is -45706.6011 eV.

Here are the natural (NBO) charges for atoms 1 to 4, given in e: atom 1 (C): -0.615, atom 2 (C): -0.430, atom 3 (C): -0.204, atom 4 (N): -0.374

***

[3]
Entry from OMol25: a cluster of 2 separate species, C23H44Br3F2N3O10P2S2 in total in a non-equilibrium geometry (wB97M-V/def2-TZVPD).

Positions of all 89 atoms, in Å:
C 1.6666 -2.8756 1.1704
C 0.5154 -2.2263 1.3601
C 0.3696 -0.7240 1.2542
O 1.7141 -0.2294 1.0314
C 2.5963 0.3197 1.9497
Br 2.9322 -0.8572 3.5774
C 3.9904 0.3347 1.2975
C 4.0672 0.6251 -0.2036
C 5.5401 0.9059 -0.6135
C 5.8006 2.3718 -1.0354
C 6.0011 2.5834 -2.5473
N 4.8034 3.1768 -3.1606
C 2.1741 1.7067 2.5185
P 2.8084 3.3309 1.9848
O 2.0806 4.3022 2.8118
O 4.3838 3.3992 2.2436
O 2.6306 3.6441 0.4297
P -0.4738 -0.3260 2.9559
S -1.3521 -1.7827 3.8798
C -0.5400 -0.2599 0.0065
C -2.0242 -0.5618 0.3825
C -3.1253 -0.5208 -0.6998
O -3.9504 -1.6857 -0.6228
C -4.0591 0.7016 -0.5366
N -4.5633 1.1500 -1.8433
C -0.4083 1.2919 0.1057
S -1.0453 2.4674 -1.0829
O -0.0267 3.4772 -1.2020
O -1.5969 1.8373 -2.2459
N -0.1106 -0.7546 -1.3186
C 1.1732 -0.2014 -1.7938
C 1.1896 0.5734 -3.1184
F 1.6695 1.8607 -2.8885
C -0.1485 -2.1801 -1.6957
Br 0.4182 -2.3577 -3.6277
C -1.3668 -3.1231 -1.7240
C -2.5131 -2.7933 -2.6940
Br -2.0011 -3.8404 -0.0076
H 2.3978 -2.5344 0.4436
H 1.8878 -3.7531 1.7679
H -0.3564 -2.8097 1.6165
H 4.6510 0.9724 1.8856
H 4.3912 -0.6755 1.4145
H 3.4785 1.4880 -0.5154
H 3.7396 -0.2670 -0.7364
H 6.1703 0.7113 0.2596
H 5.8530 0.2149 -1.3984
H 4.9753 3.0191 -0.7242
H 6.7150 2.6968 -0.5292
H 6.8441 3.2539 -2.7207
H 6.2570 1.6227 -3.0134
H 4.1725 2.4556 -3.4885
H 5.0478 3.7489 -3.9574
H 2.3347 1.7176 3.5968
H 1.0987 1.8443 2.3907
H 4.8680 3.5181 1.4132
H 2.1100 3.0321 -0.1071
H 0.4916 0.2821 3.7494
H -1.3796 0.7277 2.7470
H -2.3343 0.2151 1.0858
H -2.1083 -1.4764 0.9748
H -2.7608 -0.4653 -1.7214
H -4.1378 -1.8647 0.3099
H -3.5888 1.5093 0.0413
H -4.9248 0.3827 0.0518
H -5.5592 1.3218 -1.7778
H -4.1611 2.0473 -2.0878
H 0.6292 1.5974 0.1972
H -0.8545 1.6150 1.0495
H -2.0512 3.0452 -0.3798
H 1.5746 0.5080 -1.0832
H 1.9474 -0.9747 -1.8001
H 0.2288 0.5694 -3.6302
H 1.9024 0.0971 -3.7981
H 0.6713 -2.7366 -1.2419
H -0.9143 -4.0356 -2.1035
H -2.4337 -3.4556 -3.5586
H -2.4583 -1.7747 -3.0732
H -3.4799 -2.9853 -2.2387
O -4.3401 -2.4965 2.5290
C -5.5177 -2.5710 2.5955
O -6.2219 -2.7588 3.7347
C -7.6133 -2.6483 3.4287
C -7.6332 -2.9524 1.9438
F -8.5996 -2.2679 1.2897
O -6.3637 -2.4859 1.5294
H -7.9499 -1.6280 3.6189
H -8.1930 -3.3444 4.0275
H -7.7218 -4.0113 1.6952

For the LUMO energy, the calculation gives 0.091 eV. The SMILES is C=C[C@](O[C@@](Br)(CCCCCN)CP(=O)(O)O)([PH2]=S)[C@@](C[C@@H](O)CN)(C[SH](=O)=O)N(CCF)[C@H](Br)[C@H](C)Br.O=C1OC[C@@H](F)O1. Its molar mass is 926.406 g mol⁻¹. The HOMO energy comes out at -0.324 Eh. The energy is -305317.8251 eV.

Here are the Löwdin charges for atoms 1 to 4, given in e: atom 1 (C): 0.019, atom 2 (C): -0.263, atom 3 (C): -0.425, atom 4 (O): -0.168